DFT (ωB97M-V/def2-TZVPD) results for a molecular structure, C26H33N3O4Ti.

Last column: Löwdin charge in e.
Geometry (Å):
Ti: 0.12 0.11 0.07  0.777
C: 4.28 1.57 -0.90  -0.136
C: 4.81 0.37 -1.38  -0.139
C: 4.03 -0.78 -1.38  -0.076
C: 2.72 -0.74 -0.90  -0.204
C: 2.15 0.45 -0.42  -0.153
C: 2.97 1.59 -0.44  -0.128
C: 1.88 -1.97 -0.82  -0.238
C: 2.22 -3.17 -1.41  -0.073
C: 1.43 -4.31 -1.26  -0.074
C: 0.26 -4.25 -0.45  -0.190
C: -0.57 -5.35 -0.18  -0.090
C: -1.70 -5.23 0.63  -0.156
C: -2.01 -4.00 1.18  -0.141
C: -1.21 -2.89 0.93  -0.073
C: -0.07 -2.98 0.12  -0.210
N: 0.71 -1.85 -0.09  0.003
H: 4.89 2.47 -0.88  0.076
H: 5.83 0.33 -1.75  0.075
H: 4.47 -1.70 -1.74  0.081
H: 2.56 2.53 -0.08  0.083
H: 3.11 -3.22 -2.02  0.081
H: 1.70 -5.25 -1.74  0.078
H: -0.31 -6.31 -0.62  0.086
H: -2.32 -6.10 0.82  0.073
H: -2.88 -3.89 1.82  0.082
H: -1.42 -1.92 1.39  0.077
C: -0.51 4.60 0.01  -0.018
C: -0.73 3.59 -1.11  -0.529
C: -0.07 4.02 -2.40  -0.027
O: -0.18 2.34 -0.70  -0.113
C: -2.26 3.44 -1.35  -0.641
O: -2.82 4.37 -1.97  -0.052
O: -2.76 2.37 -0.91  -0.034
H: 0.56 4.84 0.10  0.076
H: -0.85 4.18 0.95  0.090
H: -1.07 5.51 -0.21  0.081
H: 0.96 4.35 -2.23  0.076
H: -0.65 4.83 -2.85  0.073
H: -0.04 3.18 -3.10  0.084
H: -0.98 1.83 -0.42  0.037
C: -3.91 0.72 -3.25  -0.090
N: -2.55 0.36 -2.83  0.040
C: -2.41 -0.35 -1.69  -0.571
N: -3.42 -1.19 -1.31  0.196
O: -1.41 -0.22 -1.01  -0.054
H: -3.83 1.41 -4.09  0.081
H: -4.46 1.20 -2.44  0.082
H: -4.46 -0.15 -3.59  0.063
H: -1.96 1.17 -2.75  0.123
H: -3.75 -1.77 -2.07  0.100
H: -3.09 -1.77 -0.54  0.093
C: 0.54 -1.21 3.71  -0.100
C: 0.51 0.27 3.27  -0.717
C: -0.14 1.09 4.38  -0.116
C: 1.97 0.73 3.12  -0.097
C: -0.27 0.42 1.95  -0.219
H: 1.14 -1.35 4.63  0.061
H: 0.97 -1.82 2.92  0.067
H: -0.48 -1.56 3.91  0.068
H: 0.42 1.00 5.33  0.062
H: -1.17 0.77 4.55  0.064
H: -0.15 2.15 4.10  0.068
H: 2.52 0.59 4.06  0.064
H: 2.00 1.78 2.83  0.073
H: 2.47 0.16 2.33  0.066
H: -1.33 0.63 2.16  0.000

Output
* 2S+1: 3
* HOMO level (spin up / spin down): 0.032 / 0.013 Eh
* Kohn-Sham gap (spin up / spin down): 3.86 / 4.37 eV
* total charge: -2
* E_tot: -2325.23931 Ha